The following is a DFT calculation (ωB97M-V/def2-TZVPD) of a 3-piece molecular cluster, C19H44N3O2 overall at a distorted geometry.

The geometry in XYZ format:
```
68
Properties=species:S:1:pos:R:3:nbo_charge:R:1
C 2.87076 0.76617 0.23817 -0.66
C 2.06169 1.84720 -0.74814 -0.09
O 1.21494 2.76792 0.03322 -0.55
C 0.15039 3.37222 -0.79416 0.76
O 0.44830 3.56779 -2.10204 -0.57
C -1.25723 3.79848 -0.06973 -0.51
C -2.41090 2.60056 -0.08446 -0.43
C -1.93270 1.41507 0.94199 -0.27
N -2.16531 0.00416 0.44818 -0.64
C -1.55335 -0.58730 -0.64164 0.76
N -0.67524 -1.82545 -0.50604 -0.72
N -1.69930 -0.03267 -2.07387 -0.83
H 2.55632 0.97045 1.35379 0.23
H 2.64008 -0.35418 -0.09779 0.22
H 4.02377 1.02617 0.07922 0.24
H 2.86011 2.53001 -1.30590 0.22
H 1.49381 1.22924 -1.56461 0.18
H -1.09782 4.06100 1.07751 0.26
H -1.72276 4.70188 -0.68192 0.28
H -3.40263 3.09025 0.35634 0.25
H -2.67638 2.24714 -1.16815 0.22
H -2.51235 1.61197 1.96661 0.26
H -0.77862 1.51690 1.19500 0.26
H -2.81795 -0.61434 1.01784 0.45
H -0.72154 -2.43094 -1.36888 0.44
H -0.91066 -2.36607 0.35498 0.42
H -1.17420 0.89064 -2.01567 0.41
H -2.70605 0.27146 -2.23467 0.41
C -2.62501 -5.72601 -6.03243 -0.61
C -1.29763 -5.26474 -5.45047 -0.40
C -1.46060 -4.30147 -4.27223 -0.40
C -2.15610 -2.97606 -4.60617 -0.39
C -1.48764 -2.14912 -5.70742 -0.40
C -0.07948 -1.70328 -5.34737 -0.61
H -3.20302 -4.88910 -6.43427 0.20
H -2.45210 -6.43247 -6.85127 0.22
H -3.22919 -6.23041 -5.27193 0.20
H -0.68858 -4.81084 -6.23746 0.20
H -0.74389 -6.14606 -5.10501 0.21
H -0.47147 -4.09826 -3.84482 0.19
H -2.03155 -4.80172 -3.47990 0.20
H -2.20814 -2.37271 -3.69042 0.17
H -3.19541 -3.17127 -4.89425 0.21
H -2.09973 -1.25747 -5.89268 0.20
H -1.46866 -2.70726 -6.64987 0.21
H -0.08375 -1.10135 -4.43389 0.19
H 0.33962 -1.09239 -6.15349 0.22
H 0.58974 -2.55590 -5.19725 0.20
C 3.79458 1.37830 7.38242 -0.61
C 3.67320 1.72123 5.90557 -0.40
C 2.71688 2.88544 5.63583 -0.40
C 1.25865 2.63748 6.04083 -0.40
C 0.59910 1.42038 5.38730 -0.40
C 0.50866 1.53157 3.87377 -0.61
H 2.83769 1.05637 7.80277 0.20
H 4.50941 0.56030 7.52163 0.21
H 4.15122 2.24065 7.95424 0.21
H 3.36636 0.83323 5.34554 0.19
H 4.66654 1.99271 5.52840 0.21
H 2.76275 3.13836 4.56987 0.19
H 3.07792 3.77357 6.16956 0.21
H 0.67432 3.53367 5.79443 0.20
H 1.19511 2.53000 7.12972 0.21
H -0.41581 1.31623 5.79118 0.20
H 1.13123 0.50218 5.65900 0.20
H -0.06289 2.41768 3.58236 0.19
H 0.00367 0.65211 3.46122 0.19
H 1.49882 1.59066 3.41176 0.21
```

Its frontier orbital gap is 7.60 eV. The charge is +1.



The following is a DFT calculation (ωB97M-V/def2-TZVPD) of a 10-piece molecular cluster, C18H52NO11 overall at a distorted geometry.

The geometry in XYZ format:
```
82
Properties=species:S:1:pos:R:3:mulliken_charge:R:1
C -2.13209 -2.11842 2.90090 -0.83
C -2.83714 -1.37690 1.75084 0.06
O -1.94896 -0.44638 1.15530 -0.14
C -1.82541 -0.54287 -0.23847 -0.72
C -0.47334 0.05850 -0.58523 -0.20
C 0.14304 -0.51852 -1.87783 -1.12
C -0.20884 0.30373 -3.13278 1.23
C -0.30916 -0.57800 -4.37945 -1.52
C 0.79034 1.45931 -3.33961 -1.35
O -2.87016 0.58643 -0.74998 -0.32
C -3.46994 0.13314 -1.76329 0.89
N -4.15825 -0.13216 -2.66480 -1.00
H -2.66909 -1.95859 3.83001 0.29
H -1.11205 -1.75072 2.98128 -0.05
H -2.08963 -3.18193 2.65774 0.33
H -3.71772 -0.84039 2.12512 0.22
H -3.17965 -2.06171 0.97259 0.25
H -0.53460 1.15280 -0.70890 0.21
H 0.20724 -0.12949 0.25007 0.03
H -0.21936 -1.54000 -2.00129 0.53
H 1.23398 -0.54102 -1.76068 0.30
H -1.19322 0.74393 -2.95518 -0.07
H -0.77914 -0.03314 -5.19818 0.24
H 0.68944 -0.90492 -4.68087 0.28
H -0.91617 -1.45389 -4.14336 0.46
H 1.59293 1.16555 -4.01564 0.14
H 0.27373 2.33682 -3.73668 0.37
H 1.21441 1.74840 -2.37637 0.38
C -1.63000 -1.16983 7.22103 -0.59
O -1.35785 -1.81111 5.98543 -0.41
H -2.52777 -0.57073 7.07824 0.27
H -1.81633 -1.89367 8.02139 0.28
H -0.81255 -0.51060 7.52643 0.21
H -0.56279 -2.34371 6.08725 0.24
C 0.41964 1.89023 -7.96778 -0.60
O 0.99937 0.90355 -7.13079 -0.39
H -0.37802 2.36042 -7.39734 0.24
H 1.14538 2.65882 -8.25315 0.26
H -0.01034 1.45184 -8.87371 0.27
H 1.70843 0.47144 -7.61422 0.24
C -6.85181 -0.58284 0.14705 -0.46
O -6.65560 -1.98394 0.01398 -0.51
H -7.29103 -0.40670 1.12797 0.26
H -5.90095 -0.04817 0.08340 0.12
H -7.53173 -0.19839 -0.61956 0.26
H -6.23299 -2.14530 -0.83835 0.33
C 4.54377 2.59737 -5.11342 -0.39
O 4.30343 1.95124 -3.87018 -0.50
H 3.63590 2.48869 -5.70524 0.19
H 4.75569 3.65929 -4.97371 0.23
H 5.37856 2.13664 -5.64521 0.21
H 5.09444 2.03807 -3.33184 0.26
C 1.80794 -1.41026 3.50640 -0.72
O 1.99810 -2.23073 4.66978 -0.52
H 1.05341 -0.66808 3.75018 0.25
H 2.73639 -0.90488 3.23314 0.40
H 1.45176 -2.00847 2.66743 0.31
H 2.65886 -2.89610 4.45882 0.25
C -5.15667 -3.65897 -3.92510 -0.60
O -4.76217 -2.98021 -2.75419 -0.44
H -5.22470 -4.72097 -3.68716 0.22
H -6.13704 -3.32412 -4.28578 0.27
H -4.42580 -3.53292 -4.73212 0.22
H -4.69877 -2.03203 -2.96196 0.36
C 2.92635 -1.21649 8.20274 -0.24
O 3.44472 -1.13566 6.88438 -0.51
H 3.72017 -0.93209 8.89202 0.26
H 2.08221 -0.53318 8.33488 -0.07
H 2.60288 -2.23506 8.44041 0.25
H 2.73602 -1.38155 6.26781 0.35
C 7.59949 4.47116 -6.78430 -0.54
O 7.42028 3.83720 -5.52557 -0.46
H 6.67458 4.33853 -7.34131 0.21
H 7.78996 5.54195 -6.67264 0.27
H 8.41760 4.01823 -7.35097 0.27
H 8.22885 3.94449 -5.01720 0.26
C 0.81802 2.05937 9.50278 -0.57
O 0.06993 0.87110 9.73504 -0.49
H 1.84416 1.75865 9.30584 0.20
H 0.43727 2.60117 8.63356 0.28
H 0.80249 2.71597 10.37693 0.29
H -0.84233 1.12180 9.90322 0.29
```

Its frontier orbital gap is 4.61 eV. The charge is -1. The energy relative to the best compared isomer or geometry (same formula, charge and spin) is 107.5 kcal/mol.



The following is a DFT calculation (ωB97M-V/def2-TZVPD) of one molecule with the formula C13H23N5OS at a distorted geometry.

The geometry in XYZ format:
```
43
Properties=species:S:1:pos:R:3:nbo_charge:R:1
C -6.42025 -1.62088 0.10001 -0.63
C -4.85541 -1.30120 -0.39537 -0.37
C -4.41217 -0.15087 0.24859 -0.27
N -3.15809 0.09320 -0.43443 -0.41
C -2.90785 1.56669 0.06160 -0.27
C -1.66048 1.90730 -0.56802 -0.21
N -0.45833 1.21692 -0.50936 -0.49
C 0.09808 1.49383 0.81610 -0.35
C 1.64367 0.97707 0.93613 0.72
O 2.14828 0.94098 1.97483 -0.58
N 2.07447 1.09428 -0.39310 -0.70
C 3.49618 0.44321 -0.61938 0.30
N 4.04042 0.65688 -1.63788 -0.31
N 5.27833 0.16105 -1.76241 -0.28
C 5.66279 -0.10110 -0.33120 0.05
C 7.14407 -0.69953 -0.10674 -0.38
C 7.05739 -1.99296 0.53133 -0.63
S 4.46883 0.22837 0.98507 0.33
C -0.76713 -0.03945 -0.60313 -0.21
C -2.17699 -0.62682 0.26219 -0.25
H -6.93849 -0.80402 -0.32666 0.19
H -6.98227 -2.46477 -0.19703 0.21
H -6.67013 -1.74759 1.12531 0.20
H -5.04024 -1.16684 -1.35614 0.21
H -4.34549 -2.33292 0.10334 0.21
H -5.16959 0.71611 0.33767 0.21
H -4.43164 -0.20318 1.38830 0.18
H -3.62863 2.49268 -0.29908 0.22
H -2.69468 1.83135 0.92370 0.17
H -1.33941 2.95140 -0.56387 0.21
H -1.77682 1.84193 -1.80309 0.18
H 0.23202 2.57254 1.07370 0.23
H -0.35247 0.81440 1.75942 0.19
H 1.58587 1.38691 -1.32895 0.48
H 7.55525 -0.43885 -0.93647 0.22
H 7.57377 0.27220 0.59622 0.18
H 6.74213 -2.53814 -0.30311 0.23
H 6.49811 -1.89622 1.49616 0.23
H 8.06320 -2.27016 0.56954 0.22
H -0.01498 -0.85980 -0.35419 0.20
H -0.91368 -0.31795 -1.62368 0.20
H -2.30488 -1.66164 -0.03251 0.21
H -1.94276 -0.42442 1.19660 0.17
```

Its frontier orbital gap is 8.88 eV. The SMILES is CCCN1CCN(CC(=O)Nc2nnc(CC)s2)CC1. The charge is 0. The energy relative to the best compared isomer or geometry (same formula, charge and spin) is 314.8 kcal/mol.



The following is a DFT calculation (ωB97M-V/def2-TZVPD) of an isolated ion of composition C4H11N2O and charge +1 at a distorted geometry.

The geometry in XYZ format:
```
18
Properties=species:S:1:pos:R:3:nbo_charge:R:1
C -1.39676 -0.88691 -0.81020 -0.66
C 0.23574 1.49675 -1.00036 -0.65
C -0.32445 -0.87073 0.24852 -0.02
C 0.85474 0.27697 -0.33450 0.09
N 2.40295 -0.04398 1.38435 -0.08
N -0.81387 -0.57582 1.51379 -0.65
O 1.53768 0.72241 0.78396 -0.19
H -0.92032 -1.10701 -1.76143 0.24
H -1.98068 0.02676 -1.00464 0.25
H -2.12478 -1.79496 -0.54512 0.27
H -0.73046 1.86478 -0.54925 0.24
H -0.21715 1.07926 -1.98580 0.24
H 0.99062 2.12156 -1.32206 0.25
H 0.24129 -1.80547 0.43511 0.25
H 1.38304 -0.26214 -1.14153 0.25
H 2.77196 0.58779 2.15769 0.34
H -0.36597 -0.87575 2.40818 0.42
H -1.54360 0.04649 1.52329 0.39
```

Its frontier orbital gap (alpha / beta) is 6.22 / 9.05 eV. The charge is +1. The energy relative to the best compared isomer or geometry (same formula, charge and spin) is 156.3 kcal/mol.



The following is a DFT calculation (ωB97M-V/def2-TZVPD) of C28H19F5N7RuSSe as an isolated structure.

The geometry in XYZ format:
```
62
Properties=species:S:1:pos:R:3:mulliken_spin:R:1
Ru -0.56551 0.24194 -0.05838 2.50
C 2.46960 -0.60385 -0.50338 0.00
N 1.37240 -1.10253 0.35781 0.11
C 0.99610 -2.51689 0.14505 0.01
C -0.17202 -2.58160 -0.78528 0.03
N -0.94090 -1.51787 -1.01622 0.10
C -1.97695 -1.93227 -1.86485 -0.02
C -3.04507 -1.23272 -2.41320 0.01
C -3.90520 -1.94863 -3.22239 0.01
C -3.70824 -3.31325 -3.48220 0.01
C -2.64489 -4.01217 -2.94440 0.01
C -1.78719 -3.28704 -2.13081 -0.01
N -0.63076 -3.64830 -1.42993 0.03
C 1.96774 0.42569 -1.46689 0.06
N 0.72006 0.90171 -1.44677 0.05
C 0.62788 1.86106 -2.46098 -0.03
C -0.43507 2.65610 -2.87504 0.02
C -0.18964 3.53013 -3.91687 0.00
C 1.06924 3.60946 -4.53050 0.01
C 2.12798 2.81844 -4.12766 0.00
C 1.87387 1.94686 -3.07912 0.00
N 2.68344 1.01824 -2.41702 0.03
H 2.94224 -1.42420 -1.04810 0.00
H 3.24675 -0.15823 0.12166 0.00
H 1.63454 -0.98312 1.32959 -0.01
H 0.71496 -2.95312 1.10593 0.00
H 1.83157 -3.10635 -0.23904 0.00
H -3.20136 -0.17736 -2.22358 0.00
H -4.75244 -1.44957 -3.67200 0.00
H -4.40843 -3.83005 -4.12371 0.00
H -2.49797 -5.06449 -3.14639 0.00
H -0.22497 -4.57389 -1.40013 0.00
H -1.41714 2.58438 -2.42382 0.01
H -0.98726 4.16473 -4.27843 0.00
H 1.21055 4.30388 -5.34721 0.00
H 3.09392 2.87512 -4.61112 0.00
H 3.64983 0.81798 -2.63631 0.00
F -1.14700 1.45306 6.93881 0.04
C -1.36937 1.00750 5.74457 0.19
C -0.34867 1.12429 4.77208 0.03
F 0.80222 1.66303 5.10150 0.00
C -0.57411 0.65727 3.51318 0.05
F 0.42460 0.72481 2.61552 0.01
C -1.80311 0.06152 3.13811 0.09
S -2.16591 -0.56015 1.60189 0.45
C -2.80009 -0.05182 4.15276 0.12
F -3.94685 -0.60477 3.84831 0.02
C -2.59320 0.41273 5.43160 -0.02
F -3.52490 0.30700 6.34373 -0.01
Se -2.67277 2.79615 0.47563 0.01
N -0.94981 2.18961 0.50864 0.02
C -0.13050 3.24926 0.53770 -0.03
C 1.28147 3.24378 0.60923 0.01
C 1.92999 4.44315 0.63192 0.02
C 1.24501 5.69928 0.58704 -0.01
C -0.10533 5.75284 0.53935 0.02
C -0.83151 4.52076 0.51714 -0.01
N -2.14603 4.46154 0.48288 0.06
H 1.82827 2.31351 0.68412 0.00
H 3.01022 4.45838 0.70466 0.00
H 1.83027 6.60817 0.61038 0.00
H -0.66036 6.68099 0.53039 0.00
```

Its frontier orbital gap (alpha / beta) is 7.47 / 5.14 eV. Its spin multiplicity is 5. The charge is +3.



One value per record, in order, for DFT total energy: -28970.8062 -43516.3755 -34173.9452 -9342.0786 -132099.4269 eV.